No. 1
This record from OMol25 describes a molecular structure, C3OYb. The level of theory is ωB97M-V/def2-TZVPD.

Each line ends with the Mulliken charge.
Cartesian coordinates (Å):
C 0.77677 0.90867 2.02547  -0.031
C -0.02528 -0.41235 0.36191  0.007
O 0.32799 -0.23380 1.64370  -0.197
C -0.24020 -0.15095 -0.81724  -0.433
Yb -0.83927 -0.11157 -3.21383  1.654

Its spin multiplicity is 2. The HOMO energy (spin up / spin down) is -0.3829 / -0.4849 hartree. The value obtained for the orbital gap (spin up / spin down) is 3.92 / 6.69 eV. Its total energy is -36672.3505 eV. For the max |F|, the calculation gives 1.91 eV/Å. As for the total charge: +1.

No. 2
This record from OMol25 describes 2 unconnected molecules or ions with the total composition C10H26BBrNO5P. The level of theory is ωB97M-V/def2-TZVPD.

Each line ends with the Mulliken charge.
Cartesian coordinates (Å):
O -6.08055 0.20084 1.65435  -0.556
B -6.09847 1.11944 0.60988  0.707
O -7.09454 2.11714 0.63771  -0.609
O -5.23404 0.97827 -0.40983  -0.271
P -4.15226 2.27771 -0.75945  -0.121
O -2.83216 1.26057 -0.18095  -0.471
C -1.81222 1.30436 -1.09782  0.601
C -2.45479 1.52260 -2.50319  0.126
Br -1.88321 0.12109 -3.80143  -0.330
O -3.78732 1.51310 -2.33312  -0.416
H -6.35823 0.61031 2.47657  0.281
H -6.77982 2.95252 0.99303  0.296
H -4.32884 2.84479 0.55601  -0.016
H -5.17520 3.05333 -1.34773  0.038
H -3.17037 3.31008 -1.04353  -0.032
H -1.25352 0.36317 -1.04322  -0.783
H -1.09822 2.13720 -0.94630  0.122
H -2.09621 2.44137 -2.97189  0.367
C 5.68715 -2.00098 0.25990  -1.274
C 4.54651 -1.74952 1.24404  -0.546
C 3.15446 -2.09379 0.71578  -0.692
N 2.38312 -0.94056 0.12347  0.484
C 3.16479 -0.24866 -0.93569  -1.257
C 1.08206 -1.47116 -0.46085  -0.624
C 0.08705 -1.39040 0.67498  -0.846
C 0.43959 -0.04723 1.31037  -0.101
C 1.96053 0.04095 1.22283  -0.684
H 5.67050 -1.32590 -0.59461  0.314
H 6.64753 -1.87149 0.75674  0.385
H 5.64767 -3.02256 -0.12081  0.333
H 4.57172 -0.71981 1.60910  0.345
H 4.71014 -2.37611 2.12190  0.417
H 2.52126 -2.47236 1.51596  0.378
H 3.21401 -2.85904 -0.05819  0.505
H 3.46479 -0.97510 -1.68802  0.367
H 4.03883 0.22197 -0.49567  0.425
H 2.52966 0.50921 -1.38777  0.483
H 0.79343 -0.80155 -1.27114  0.489
H 1.25468 -2.46591 -0.86386  0.274
H 0.21914 -2.21437 1.37917  0.369
H -0.93856 -1.42158 0.31072  0.494
H 0.07833 0.03470 2.33241  0.422
H -0.00916 0.75887 0.73147  -0.025
H 2.46019 -0.25481 2.14130  0.261
H 2.31056 1.02933 0.93735  0.370

The HOMO energy is -0.2756 hartree. The value obtained for the orbital gap is 7.00 eV. Its total energy is -102527.8851 eV. For the max |F|, the calculation gives 0.69 eV/Å.

No. 3
This record from OMol25 describes C5H5NO2 in the gas phase. The level of theory is ωB97M-V/def2-TZVPD.

Each line ends with the Mulliken charge.
Cartesian coordinates (Å):
C -2.09714 0.67782 -0.33926  -0.686
C -0.83467 0.15487 -0.30030  0.490
C -0.53272 -1.14538 -1.04507  0.165
N -0.30427 -2.15423 -1.51610  -0.394
C 0.22301 0.95027 0.34691  0.570
O 0.01261 2.01772 0.76541  -0.483
O 1.45213 0.39470 0.49014  -0.350
C 1.66127 -0.96234 0.94131  -1.024
H -3.05923 -0.03314 -0.60284  0.267
H -2.38626 1.79231 0.16473  0.271
H 2.56373 -1.21595 1.81168  0.221
H 1.84972 -1.47087 0.12570  0.467
H 0.92561 -1.34357 1.44755  0.487

The value obtained for the relative energy (zero: lowest compared OMol25 entry of this formula, charge and spin) is 90.7 kcal/mol. The HOMO energy is -0.4035 hartree. The value obtained for the orbital gap is 10.26 eV. Its total energy is -10847.3804 eV. As for the SMILES: C=C(C#N)C(=O)OC. For the max |F|, the calculation gives 6.52 eV/Å.

No. 4
This record from OMol25 describes a molecular structure, C9H15IN4Zr. The level of theory is ωB97M-V/def2-TZVPD.

Each line ends with the Mulliken charge.
Cartesian coordinates (Å):
C -0.45476 1.53768 -3.69761  -0.517
C -0.12754 2.74692 -2.85387  -0.430
H 0.42349 0.92605 -3.97714  0.276
H -1.17536 1.61468 -4.50512  0.358
H -0.88670 0.83882 -2.95182  0.045
H 0.25187 2.38006 -1.85758  -0.018
H 0.64263 3.38133 -3.23671  0.301
H -1.02090 3.30576 -2.59409  0.299
Zr -0.11027 0.34712 -0.29959  0.668
C -2.23284 0.63760 0.01408  -1.168
H -2.40377 1.45626 0.73078  0.364
H -2.68361 -0.25038 0.48205  0.383
H -2.85875 0.87005 -0.85767  0.421
I 2.53194 0.55177 -1.32062  -0.110
N 0.99562 -0.56558 3.19339  -0.060
C 1.15196 0.71341 3.69934  -0.502
C 0.87515 1.56814 2.68576  -0.062
N 0.52158 0.82794 1.57529  0.029
C 0.58837 -0.51991 1.91378  0.022
C 0.36991 -1.66581 1.06182  0.036
N 0.00289 -1.69693 -0.28404  -0.043
C 0.02140 -3.01439 -0.70873  -0.046
C 0.37406 -3.79538 0.33925  -0.507
N 0.60828 -2.95575 1.41497  -0.035
H 1.13278 -1.44005 3.70409  0.219
H 1.42165 0.87588 4.70539  0.457
H 0.89161 2.64542 2.59609  0.488
H -0.20535 -3.21789 -1.74935  0.476
H 0.46244 -4.85375 0.42910  0.438
H 0.89220 -3.24907 2.34877  0.219

The value obtained for the relative energy (zero: lowest compared OMol25 entry of this formula, charge and spin) is 0.0 kcal/mol. The HOMO energy is -0.5712 hartree. The value obtained for the orbital gap is 6.96 eV. Its total energy is -24901.7717 eV. For the max |F|, the calculation gives 3.74 eV/Å. As for the total charge: +2.

No. 5
This record from OMol25 describes a molecular structure, C21H39IrNP2. The level of theory is ωB97M-V/def2-TZVPD.

Each line ends with the Mulliken charge.
Cartesian coordinates (Å):
P 2.51089 0.83164 1.03882  1.033
P -1.90263 -2.45748 -1.12188  0.909
C -0.33251 -0.41357 0.47440  -0.359
C -1.69454 -1.12060 0.18665  -0.739
H 0.36355 -0.60537 -0.35944  -0.321
H 0.09910 -0.88077 1.37903  0.424
H -2.02419 -1.60250 1.12366  0.558
H -2.45964 -0.36607 -0.05667  0.571
C -2.69939 -1.68242 -2.51408  -1.558
H -2.59370 -2.30411 -3.41182  0.412
H -2.31301 -0.66988 -2.69294  0.367
H -3.76749 -1.60501 -2.25921  0.525
C -2.86411 -3.87875 -0.66466  -1.378
H -3.91684 -3.64219 -0.89293  0.495
H -2.78030 -4.10311 0.40780  0.461
H -2.55612 -4.74554 -1.26970  0.351
C 3.77013 2.08489 0.63705  -1.507
H 4.77723 1.65833 0.74227  0.492
H 3.66535 2.94945 1.30382  0.410
H 3.62139 2.40762 -0.40217  0.422
C 2.78053 0.36874 2.78355  -1.235
H 2.45387 -0.66767 2.93464  0.381
H 2.18073 1.03281 3.41894  0.303
H 3.84128 0.46339 3.04724  0.457
Ir -0.02435 1.67223 0.98074  -0.209
C -1.94296 2.05241 1.23180  -0.412
C -1.53622 2.20838 -0.17393  0.182
C -1.34097 3.58377 -0.75745  -1.079
C -0.17557 4.35519 -0.07929  -0.794
C 0.72805 3.46871 0.75552  -0.196
C 0.39946 3.16514 2.16871  0.265
C -0.84554 3.78197 2.77052  -1.214
C -2.15935 3.24980 2.12827  -0.724
C 2.96679 -0.61775 0.03299  -1.234
H -2.58698 1.18907 1.43532  0.528
H -1.91520 1.44656 -0.86613  0.188
H -2.27184 4.16372 -0.71190  0.395
H -1.11186 3.45968 -1.82549  0.347
H 0.44103 4.78058 -0.88158  0.443
H -0.55163 5.20416 0.50642  0.259
H 1.79486 3.56046 0.52976  0.312
H 1.25407 3.05818 2.84450  0.642
H -0.80922 4.87772 2.70419  0.407
H -0.86082 3.53475 3.84131  0.344
H -2.81609 2.92732 2.94470  0.392
H -2.70261 4.04390 1.60133  0.290
H 2.64115 -1.54820 0.51578  0.345
H 4.05599 -0.64751 -0.10866  0.535
H 2.48593 -0.54152 -0.95095  0.284
C -0.05785 -4.34973 0.56522  -1.501
C 0.43076 -3.83258 -0.71580  0.779
C 1.65841 -4.02841 -1.32347  -0.840
C 1.70252 -3.22776 -2.48664  -0.847
C 0.50074 -2.54320 -2.58046  0.804
C 0.12686 -1.51142 -3.54816  -1.374
N -0.31028 -2.97154 -1.52563  0.280
H -0.34484 -3.55575 1.27396  0.296
H 0.77051 -4.90599 1.02691  0.399
H -0.88832 -5.05906 0.45025  0.283
H 2.43547 -4.67367 -0.93998  0.525
H 2.52225 -3.12723 -3.18689  0.503
H 0.99857 -1.32513 -4.19123  0.407
H -0.69272 -1.82000 -4.21025  0.321
H -0.12779 -0.54907 -3.07671  0.195

The value obtained for the relative energy (zero: lowest compared OMol25 entry of this formula, charge and spin) is 0.0 kcal/mol. Its spin multiplicity is 6. The HOMO energy (spin up / spin down) is -0.3601 / -0.5517 hartree. The value obtained for the orbital gap (spin up / spin down) is 4.88 / 6.00 eV. Its total energy is -45293.5343 eV. For the max |F|, the calculation gives 6.10 eV/Å. As for the total charge: +2.

No. 6
This record from OMol25 describes C5H3NO in the gas phase. The level of theory is ωB97M-V/def2-TZVPD.

Each line ends with the Mulliken charge.
Cartesian coordinates (Å):
N -1.85392 0.55563 2.92477  -0.370
C -0.92061 0.59387 2.24115  0.345
C 0.14403 0.78035 1.30003  -0.415
C -0.06137 0.45942 0.04854  0.257
C -0.20210 0.02657 -1.17569  -0.433
C 0.65239 -1.12911 -1.57894  0.062
O 1.51222 -1.58579 -0.86430  -0.451
H 1.06318 1.26686 1.61670  0.321
H -0.83619 0.52909 -1.90270  0.356
H 0.50235 -1.49690 -2.60955  0.328

The value obtained for the relative energy (zero: lowest compared OMol25 entry of this formula, charge and spin) is 38.6 kcal/mol. The HOMO energy is -0.3827 hartree. The value obtained for the orbital gap is 9.87 eV. Its total energy is -8768.3338 eV. As for the SMILES: N#CC=C=CC=O. For the max |F|, the calculation gives 1.08 eV/Å.

No. 7
This record from OMol25 describes a molecular structure, C20H18BN7O3PdS. The level of theory is ωB97M-V/def2-TZVPD.

Each line ends with the Mulliken charge.
Cartesian coordinates (Å):
Pd 0.34348 0.04065 -0.10049  0.026
B -2.79760 2.00772 1.10206  -0.009
N -2.43623 1.76053 -0.39838  0.491
C -3.25984 1.91834 -1.44415  -0.311
C -2.53494 1.77520 -2.61063  -0.827
C -1.23710 1.50283 -2.16218  -0.219
N -1.18375 1.50276 -0.83035  -0.675
N -2.46896 0.76075 1.96575  0.618
C -3.24594 -0.32799 2.13894  -0.295
C -2.56601 -1.21692 2.94933  -0.718
C -1.34904 -0.56138 3.21336  -0.270
N -1.31238 0.62502 2.62291  -0.819
H -2.17229 2.95240 1.52302  -0.197
H -4.00339 2.19080 1.12932  -0.215
H -4.30379 2.13339 -1.28591  0.411
H -2.89342 1.83253 -3.62520  0.380
H -0.34239 1.30303 -2.72927  0.472
H -4.19874 -0.41506 1.64334  0.435
H -2.88238 -2.20055 3.25799  0.358
H -0.50562 -0.89904 3.79571  0.450
N -0.64372 -2.67635 -1.00282  0.200
C -1.48058 -1.75579 -0.42972  -0.749
N -2.57996 -1.54396 -1.12190  -0.442
C -2.42096 -2.29771 -2.26213  0.095
C -3.24792 -2.43993 -3.37383  -0.702
C -2.84236 -3.28608 -4.39630  -0.398
C -1.62856 -3.98110 -4.32886  -0.405
C -0.78770 -3.85128 -3.23205  -0.780
C -1.20127 -3.01357 -2.20252  0.500
H 0.31548 -2.83987 -0.66737  0.255
H -1.30583 -1.39012 0.57697  0.829
H -4.17682 -1.88587 -3.43225  0.428
H -3.47064 -3.40691 -5.27232  0.336
H -1.33715 -4.62448 -5.15161  0.343
H 0.15810 -4.37752 -3.17925  0.432
O 1.94838 -3.10585 -0.10142  -0.933
C 2.70060 -2.12190 -0.18897  0.506
N 2.35446 -0.83126 -0.10736  -0.167
S 3.64730 0.15862 -0.20006  1.051
O 3.96785 0.76498 1.06555  -0.647
O 3.58783 1.01341 -1.35268  -0.609
C 4.85170 -1.13078 -0.48598  0.102
C 6.21264 -1.07473 -0.71404  -0.636
C 6.88800 -2.27875 -0.87491  -0.336
C 6.20687 -3.49535 -0.80249  -0.497
C 4.83844 -3.53162 -0.57066  -0.412
C 4.16904 -2.32962 -0.41386  -0.029
H 6.73138 -0.12603 -0.76817  0.398
H 7.95593 -2.27566 -1.06033  0.355
H 6.75506 -4.42141 -0.93172  0.352
H 4.28867 -4.46237 -0.51726  0.473

The value obtained for the relative energy (zero: lowest compared OMol25 entry of this formula, charge and spin) is 2.1 kcal/mol. The HOMO energy is -0.0075 hartree. The value obtained for the orbital gap is 4.59 eV. Its total energy is -52599.0495 eV. For the max |F|, the calculation gives 0.64 eV/Å. As for the total charge: -2.